169
Properties=species:S:1:pos:R:3:mulliken_charge:R:1 method="wB97M-V/def2-TZVPD" homo_lumo_gap_ev=8.472 e_homo_ev=-8.38 e_lumo_ha=0.00342 de_lowest_kj_mol=34.8 smiles="C#CC[C@]1(CC)C(=O)O[C@@H](CCCSC(=S)N(CC)CC)[C@]1(CC)C[C@H](C)Cl.CCOC(=O)OC.CCOC(=O)OC.CCOC(=O)OC.CCOC(=O)OC.CCOC(=O)OC.CCOC(=O)OC.CCOC(=O)OC" e_tot_ev=-136117.7252
C 0.48805 4.09188 3.75638 -0.0423
C 0.18251 3.03819 3.26869 -1.3936
C -0.33533 1.85615 2.55040 0.5607
C -1.60125 2.19495 1.73095 2.2814
C -2.60888 2.97561 2.61473 -1.2686
C -2.84163 2.40990 4.03479 -1.3140
C -2.30951 0.84460 1.38649 -0.4229
O -2.81769 0.05191 2.11824 -0.5317
O -2.26879 0.61801 0.03501 -0.4454
C -1.11115 1.38493 -0.39590 1.0412
C -0.95457 1.30118 -1.90979 -1.1249
C -0.01678 0.09425 -2.22805 -0.9545
C 1.44616 0.51292 -2.45991 -0.3548
S 2.61096 -0.44470 -1.41790 -0.3273
C 3.24393 0.78592 -0.26615 0.2927
S 3.93620 2.13930 -0.90254 -0.1861
N 3.10969 0.52131 1.06926 0.4231
C 3.99023 1.32154 1.93350 -1.1091
C 3.42469 2.72115 2.25541 -0.3171
C 3.03257 -0.91258 1.44638 -0.7041
C 1.59045 -1.48797 1.45830 -0.4028
C -1.34884 2.75132 0.28820 2.4584
C -2.64356 3.34554 -0.27207 -1.5529
C -2.92687 4.81421 0.12405 -1.6563
C -0.03917 3.57397 0.12364 -0.5994
C 0.00900 4.59976 -1.02930 0.3164
C 1.30195 4.51731 -1.86935 -1.0064
Cl -0.04547 6.27765 -0.30723 -0.2047
H 0.80439 4.99449 4.22132 0.4824
H 0.47261 1.51033 1.90010 -0.8504
H -0.54309 1.07331 3.27815 0.7090
H -3.57307 3.06262 2.11682 0.5459
H -2.20819 3.98301 2.72924 0.5113
H -2.56306 1.36612 4.14335 0.0384
H -2.23699 2.97370 4.74549 0.3979
H -3.88744 2.51134 4.31694 0.3820
H -0.28770 0.83044 0.06120 -1.4304
H -0.49955 2.19004 -2.34285 0.1780
H -1.91285 1.10066 -2.38550 0.6040
H -0.37659 -0.38057 -3.14430 0.4269
H -0.06954 -0.67066 -1.45390 0.6997
H 1.58966 1.55895 -2.19204 -0.2349
H 1.76774 0.34275 -3.48280 0.4603
H 4.99224 1.41005 1.50721 0.4193
H 4.11184 0.80406 2.88347 0.5445
H 2.68056 3.00312 1.51334 -0.2858
H 4.21330 3.47045 2.20075 0.3559
H 2.98188 2.72456 3.24787 0.3368
H 3.65928 -1.53511 0.80820 -0.1710
H 3.42566 -1.04019 2.45061 0.7879
H 1.55460 -2.34658 0.78874 0.5232
H 0.87802 -0.76894 1.05954 -0.1500
H 1.29690 -1.78780 2.46233 0.0774
H -2.61474 3.28350 -1.36378 0.6737
H -3.50355 2.74650 0.01653 0.4875
H -2.25961 5.13029 0.92529 0.4065
H -3.94182 4.96029 0.48768 0.3100
H -2.73015 5.48330 -0.71031 0.3700
H 0.76271 2.85346 -0.07103 -1.0957
H 0.25166 4.09217 1.03394 0.9487
H -0.83562 4.52121 -1.70621 0.2892
H 2.09415 3.97510 -1.35896 -0.0037
H 1.08316 4.03644 -2.82649 0.3026
H 1.62940 5.52319 -2.11849 0.4925
C 1.32680 -1.74881 8.64644 -1.0980
C 1.32885 -2.98859 7.77773 -0.1674
O 0.05673 -3.19403 7.14716 -0.4028
C -0.17432 -2.44373 6.07077 0.6968
O 0.59363 -1.65541 5.57819 -0.5370
O -1.39128 -2.73204 5.61656 -0.3666
C -1.78579 -1.95480 4.48182 -0.1382
H 0.50678 -1.78931 9.36433 0.3036
H 2.26728 -1.66805 9.19165 0.3562
H 1.19966 -0.84992 8.04416 0.3015
H 1.49314 -3.87677 8.38521 0.3067
H 2.11416 -2.94807 7.02330 0.2889
H -1.02843 -2.00766 3.70226 0.0482
H -1.95236 -0.91864 4.77173 0.1244
H -2.71490 -2.37279 4.10696 0.2695
C 9.10543 -4.48661 2.17767 -1.0646
C 8.05619 -5.28557 1.43499 0.1582
O 6.90249 -4.48323 1.14124 -0.4142
C 7.02713 -3.66986 0.09280 0.6664
O 7.98466 -3.58063 -0.62895 -0.5625
O 5.89102 -2.98149 -0.03062 -0.2836
C 5.88682 -2.02602 -1.09767 -0.4389
H 8.67091 -4.02203 3.06389 0.3090
H 9.92780 -5.13203 2.48689 0.2677
H 9.50714 -3.69082 1.55108 0.3481
H 7.69666 -6.09686 2.06537 0.0121
H 8.45595 -5.72394 0.52104 0.3322
H 6.16632 -2.48776 -2.04203 0.3970
H 6.56431 -1.20373 -0.86970 0.2951
H 4.86898 -1.64913 -1.16375 -0.0163
C -2.77499 1.42435 -9.31885 -0.7195
C -1.52378 0.94872 -8.61373 -0.2485
O -1.75926 0.70910 -7.21697 -0.3345
C -2.35495 -0.44740 -6.93123 0.6990
O -2.67802 -1.29677 -7.71842 -0.5665
O -2.52808 -0.50471 -5.60782 -0.2234
C -3.21738 -1.67654 -5.16471 -0.6912
H -3.19159 2.29548 -8.81195 0.3023
H -2.54693 1.69626 -10.34955 0.0099
H -3.54113 0.64927 -9.32517 0.3304
H -0.75528 1.71880 -8.64786 0.3129
H -1.11711 0.05176 -9.08012 0.3251
H -2.74316 -2.57822 -5.54550 0.3437
H -4.26032 -1.64220 -5.47539 0.3436
H -3.16714 -1.67742 -4.07898 0.1459
C 14.03623 -9.13723 3.63613 -1.1081
C 13.21403 -8.45467 4.70807 -0.1969
O 11.98999 -7.92371 4.17724 -0.3458
C 11.01430 -8.81216 3.99838 0.7208
O 11.05994 -9.98464 4.26097 -0.5611
O 9.96606 -8.17102 3.47579 -0.2297
C 8.85722 -9.02018 3.17026 -0.6371
H 14.20420 -8.46070 2.79726 0.2926
H 15.00155 -9.44338 4.03900 0.3615
H 13.52607 -10.02153 3.25595 0.3160
H 13.74889 -7.59451 5.10641 0.2994
H 12.99660 -9.12804 5.53656 0.3165
H 8.56723 -9.61844 4.03085 0.3261
H 9.10305 -9.66802 2.33011 0.3214
H 8.03171 -8.37219 2.88946 0.1407
C -9.59959 -2.45474 3.57325 -0.9697
C -8.75604 -3.28552 2.63053 -0.1885
O -8.23734 -2.50018 1.54721 -0.4189
C -7.17203 -1.75431 1.84077 0.7709
O -6.62057 -1.69515 2.90946 -0.5480
O -6.82155 -1.08511 0.74409 -0.4315
C -5.73419 -0.17288 0.93845 -0.2637
H -10.38482 -1.93390 3.02330 0.2867
H -10.06218 -3.09206 4.32693 0.3872
H -8.99313 -1.70633 4.08163 0.1774
H -9.36297 -4.05573 2.15790 0.3145
H -7.93793 -3.77801 3.15557 0.2845
H -4.88113 -0.66118 1.39322 0.2425
H -6.06057 0.66530 1.55592 0.0054
H -5.45382 0.19451 -0.04576 0.3401
C -0.47557 6.85262 -13.97916 -1.0918
C 0.06631 5.99389 -12.85673 -0.1974
O -0.88632 5.00243 -12.44254 -0.3508
C -0.96451 3.92710 -13.22426 0.7598
O -0.30190 3.70791 -14.20344 -0.5524
O -1.90390 3.12130 -12.72277 -0.3114
C -2.13403 1.94311 -13.49998 -0.7365
H -1.43440 7.28830 -13.69561 0.2936
H 0.22206 7.65801 -14.20832 0.3557
H -0.62966 6.26357 -14.88250 0.3093
H 0.25111 6.59924 -11.97125 0.2904
H 1.00315 5.51288 -13.13623 0.3175
H -1.20469 1.41069 -13.68980 0.3358
H -2.61578 2.20196 -14.44143 0.3297
H -2.79742 1.30748 -12.91964 0.2319
C -7.81718 1.27099 4.15991 -1.0244
C -7.75736 2.65597 3.55340 -0.1333
O -8.96541 3.39581 3.78727 -0.4204
C -9.07280 3.94078 4.99748 0.7398
O -8.24931 3.89851 5.87353 -0.5586
O -10.24977 4.56582 5.06517 -0.3555
C -10.52107 5.17065 6.33088 -0.6353
H -8.70435 0.74212 3.80848 0.2677
H -6.93470 0.69392 3.88361 0.2858
H -7.86768 1.32109 5.24737 0.4130
H -7.66956 2.59052 2.46946 0.2677
H -6.90103 3.21937 3.92489 0.3356
H -9.70673 5.82529 6.63324 0.2977
H -10.68374 4.40466 7.08769 0.2931
H -11.42874 5.75375 6.20437 0.2232

=====

166
Properties=species:S:1:pos:R:3:mulliken_charge:R:1 method="wB97M-V/def2-TZVPD" homo_lumo_gap_ev=9.037 e_homo_ev=-8.81 e_lumo_ha=0.00851 smiles="CC[C@H](F)[C@@](C)(O[C@](C)(CCCCNC(C)=O)P(=O)(O)O)[C@@](N)(CCOC(C)=O)B(N)O.CCCC#N.CCCC#N.CCCC#N.CCCC#N.CCCC#N.CCCC#N.CCCC#N.CCCC#N" e_tot_ev=-98831.6823
C 1.97325 -0.14466 1.93558 -1.7052
C 1.39129 0.14894 0.52399 0.2704
C 0.36473 -0.88662 0.03149 0.1460
F 0.44837 -0.96704 -1.38475 -0.2125
C -1.15206 -0.70637 0.45953 1.9785
C -1.33045 0.41767 1.47658 -2.0342
O -1.99682 -0.58090 -0.67217 -0.3528
C -2.12555 0.64705 -1.34954 1.8545
C -2.82464 0.23740 -2.67753 -1.9607
C -0.82145 1.34941 -1.74069 0.9781
C -0.95485 2.75672 -2.36059 -1.3831
C -0.25183 3.81719 -1.47714 -0.1013
C -0.96335 5.17852 -1.41731 -0.9830
N -0.41408 6.03139 -0.32238 -0.0954
C -1.33587 6.84274 0.38285 0.2780
C -2.35746 6.07860 1.22739 -0.5537
O -1.28998 8.08585 0.34984 -0.6617
P -3.28789 1.81928 -0.49942 0.1863
O -2.63795 2.93525 0.27134 -0.6321
O -4.31703 2.41021 -1.61055 -0.6296
O -4.21387 0.84499 0.40442 -0.4237
C -1.65161 -2.07983 1.04993 -0.1718
N -0.87020 -2.59667 2.17566 -0.3333
C -3.12965 -1.98352 1.52898 -0.9911
C -3.34649 -1.62473 2.99583 -0.6221
O -4.60651 -0.93136 3.12486 -0.2649
C -4.98145 -0.68087 4.41867 0.6687
C -4.12765 0.28002 5.20835 -0.8508
O -5.99360 -1.21109 4.86835 -0.6094
B -1.63691 -3.14329 -0.18557 0.8179
N -2.71551 -3.32211 -1.12789 -0.6726
O -0.52431 -3.97524 -0.36280 -0.5240
H 3.04516 -0.38425 1.85300 0.3360
H 1.49184 -1.00226 2.42187 0.3513
H 1.90238 0.74640 2.57225 0.3321
H 1.04275 1.18614 0.46811 -0.6820
H 2.23025 0.07570 -0.18995 0.5341
H 0.71956 -1.86994 0.38188 0.4577
H -1.01327 1.39866 1.07229 0.0210
H -2.40035 0.53112 1.72745 0.3699
H -0.73068 0.23724 2.37869 0.7373
H -2.94837 1.08525 -3.35839 0.3311
H -2.25877 -0.59178 -3.12166 0.3032
H -3.83922 -0.14835 -2.46114 0.5217
H -0.09869 1.42458 -0.91588 -1.4684
H -0.37372 0.67702 -2.48844 -0.0628
H -1.99413 3.03596 -2.59169 0.6510
H -0.43040 2.73443 -3.33015 0.4083
H -0.16442 3.45150 -0.43919 0.0215
H 0.77471 3.96692 -1.84534 0.5928
H -0.80044 5.73710 -2.35132 0.3217
H -2.03399 5.01286 -1.24050 0.4274
H 0.33565 6.62940 -0.65553 0.2998
H -2.63031 6.69417 2.10367 0.2834
H -1.93517 5.12361 1.56520 0.1709
H -3.24697 5.84074 0.62296 0.2016
H -5.14900 1.91279 -1.61859 0.3375
H -4.72501 1.37085 1.03683 0.3663
H -0.65050 -1.90789 2.88264 0.2775
H -0.03575 -3.10305 1.91283 0.3788
H -3.73797 -1.36077 0.85838 0.0181
H -3.52563 -3.00894 1.43171 0.6308
H -2.53287 -1.03925 3.45353 0.0420
H -3.44173 -2.56345 3.56641 0.4568
H -3.11292 -0.13000 5.31528 0.2747
H -4.58193 0.43504 6.19582 0.3174
H -4.03123 1.23950 4.67418 0.2780
H -3.33236 -2.52537 -1.21468 0.1879
H -3.24007 -4.18246 -1.04052 0.2564
H -0.22851 -4.40534 0.44351 0.2625
C 1.36478 -2.30044 -4.58404 -0.8884
C 2.22950 -1.69209 -5.67935 -0.4602
C 2.52433 -0.20966 -5.41903 -0.2746
C 1.30880 0.60367 -5.40595 0.2478
N 0.34863 1.23349 -5.38408 -0.5099
H 0.39399 -1.80539 -4.52816 0.3665
H 1.18482 -3.36175 -4.76299 0.3112
H 1.84590 -2.20161 -3.60879 0.1914
H 1.74207 -1.80837 -6.64943 0.3385
H 3.18281 -2.22157 -5.74027 0.1990
H 3.19543 0.18636 -6.18341 0.3863
H 3.02866 -0.09059 -4.45728 0.1211
C 5.32349 2.45649 -2.16457 -0.7972
C 4.90408 3.89569 -1.87911 -0.5008
C 4.47885 4.18260 -0.44074 -0.5583
C 3.28685 3.45695 -0.01295 0.2914
N 2.30817 2.96796 0.33177 -0.3884
H 4.50971 1.75134 -2.01589 0.1102
H 5.64456 2.38494 -3.20515 0.3386
H 6.15590 2.15107 -1.53241 0.2085
H 4.09115 4.17585 -2.55308 0.3089
H 5.73867 4.56500 -2.09879 0.3313
H 4.26490 5.24891 -0.34291 0.3038
H 5.28965 3.95978 0.25744 0.3139
C -4.28845 7.21052 7.98173 -1.2405
C -4.66303 7.35832 6.51238 -0.1700
C -5.51695 6.19448 5.99889 -0.0241
C -4.80039 4.92113 6.05026 0.0992
N -4.23622 3.92274 6.10298 -0.3919
H -3.68790 6.31498 8.14814 0.3265
H -3.70567 8.06828 8.31761 0.3641
H -5.18037 7.14318 8.60696 0.3226
H -3.75934 7.44553 5.90596 0.2951
H -5.23130 8.27968 6.37114 0.0942
H -5.81755 6.37723 4.96554 0.0875
H -6.43407 6.11516 6.58588 0.2384
C 6.12886 -2.94913 1.76697 -0.6990
C 7.39438 -2.26111 1.27242 -0.4722
C 7.20281 -0.75806 1.00011 -0.4887
C 6.19623 -0.53500 -0.04253 0.1804
N 5.37286 -0.38285 -0.83037 -0.3322
H 5.33406 -2.88220 1.02651 0.2765
H 6.31680 -4.00754 1.94228 -0.0083
H 5.77208 -2.50627 2.69967 0.3343
H 7.72814 -2.74458 0.35224 0.2789
H 8.19593 -2.38144 2.00334 0.3365
H 8.14674 -0.31168 0.68395 0.3156
H 6.88661 -0.23553 1.90459 0.3000
C 0.79238 -7.64348 -5.83495 -0.7591
C 0.18517 -6.87045 -6.99958 -0.3750
C -0.47276 -7.77554 -8.04663 -0.5202
C 0.49118 -8.67005 -8.68641 0.2600
N 1.24997 -9.37559 -9.18099 -0.4255
H 1.58299 -8.31426 -6.17801 0.3474
H 1.22869 -6.97310 -5.10078 -0.0244
H 0.03488 -8.24226 -5.32636 0.3197
H 0.95422 -6.26057 -7.48096 0.2797
H -0.57498 -6.18028 -6.62351 0.3068
H -0.94914 -7.17544 -8.82435 0.3062
H -1.25654 -8.37796 -7.58402 0.2887
C -7.18682 10.14383 4.20436 -1.0442
C -8.05015 9.15948 3.42471 -0.3460
C -9.35662 8.81148 4.14696 -0.4387
C -9.11450 8.14116 5.42391 0.2912
N -8.91638 7.62675 6.43132 -0.4525
H -6.88631 9.72943 5.16831 0.2089
H -6.28037 10.38351 3.64877 0.3212
H -7.72411 11.07541 4.39016 0.3501
H -7.48659 8.24441 3.23210 0.2477
H -8.30377 9.58466 2.45243 0.3009
H -9.96945 8.15612 3.52605 0.2815
H -9.94129 9.71471 4.33093 0.2874
C 5.84511 -7.68941 3.34350 -0.9480
C 4.34191 -7.82775 3.13583 -0.4069
C 3.94718 -7.86133 1.65525 -0.4075
C 4.28959 -6.61730 0.96765 0.1049
N 4.56321 -5.64052 0.42859 -0.2639
H 6.21849 -6.75439 2.92197 0.1690
H 6.08811 -7.69433 4.40570 0.3309
H 6.38412 -8.51303 2.87170 0.3029
H 3.82233 -7.00612 3.63251 0.2864
H 3.99063 -8.75097 3.59923 0.3008
H 2.87315 -8.02479 1.55125 0.2918
H 4.44435 -8.68933 1.14649 0.2866
C 5.55309 -6.41128 -4.89817 -1.2204
C 5.02690 -5.15958 -4.20572 -0.2709
C 4.36756 -5.45743 -2.85392 -0.1383
C 3.19238 -6.31275 -2.99962 0.2325
N 2.29579 -7.01660 -3.13320 -0.5581
H 4.74554 -7.11136 -5.11822 0.2931
H 6.03639 -6.15669 -5.84168 0.3787
H 6.28608 -6.92497 -4.27312 0.3020
H 4.31177 -4.65165 -4.85691 0.0801
H 5.84939 -4.46286 -4.03236 0.3815
H 4.06824 -4.52787 -2.36832 0.2515
H 5.07237 -5.94507 -2.18023 0.2415